Density functional theory data (ωB97M-V with the def2-TZVPD basis set) for C4H6BrP in the gas phase at a distorted geometry.

Each line ends with the Löwdin charge.
Positions of all 12 atoms, in Å:
C 1.86 -0.16 0.00  -1.121
C -0.06 1.20 -0.17  -0.059
C -1.05 0.21 0.46  -0.303
C -0.64 -1.17 -0.15  -0.497
P 1.15 -1.62 -0.03  0.810
Br 3.47 0.57 0.08  0.663
H 0.41 1.98 0.50  0.064
H 0.04 1.44 -1.24  0.063
H -1.09 0.29 1.61  0.130
H -2.08 0.38 -0.15  0.143
H -1.16 -1.96 0.33  0.028
H -0.84 -1.15 -1.25  0.079

Calculated values
* total energy: -3071.2222 a.u.
* HOMO (spin up / spin down): -8.03 / -8.03 eV
* energy above the lowest of the compared OMol25 structures with the same formula, charge and spin: 89.14 kcal/mol
* orbital gap (spin up / spin down): 8.47 / 8.47 eV
* 2S+1: 1
* F_max: 4.53 eV/A